Record 1
Density functional theory data (the ωB97M-V functional and the def2-TZVPD basis) for a molecular structure, C19H38N4O5S2SbSi3V.

```
73
Properties=species:S:1:pos:R:3:forces:R:3:mulliken_charge:R:1
V 0.43756 -0.03090 0.67001 0.033 0.460 0.192 -0.14
O -1.25962 -0.31044 4.50229 0.017 0.079 0.089 -0.47
C -1.00185 -0.29289 3.21779 0.060 -0.047 -0.021 0.41
O 0.12580 -0.11971 2.77486 -0.003 -0.098 -0.150 -0.45
C -2.20948 -0.49393 2.35169 0.014 -0.010 -0.094 -0.85
O -1.76732 -0.82303 1.04840 0.069 -0.062 0.046 0.45
C -2.54037 -0.19921 0.00973 -0.050 0.187 -0.074 -1.18
C -0.84529 1.45439 -0.08566 0.009 -0.191 0.021 1.78
O -1.11448 1.67126 -1.53863 0.005 0.018 -0.103 -0.58
O 0.58219 2.81715 1.41010 0.075 -0.004 -0.058 -0.38
H -0.44807 -0.11272 5.00142 -0.049 -0.025 -0.031 0.44
H -2.83804 -1.28573 2.76566 0.002 0.011 0.023 0.54
H -2.76678 0.44919 2.35106 0.003 0.008 0.014 0.53
H -2.16445 -0.62982 -0.92185 0.011 -0.037 0.020 0.48
H -3.59982 -0.43589 0.12672 0.012 -0.034 0.015 0.23
N 3.82975 0.16829 -0.66686 0.068 -0.095 0.065 -0.08
C 3.30395 1.26608 -0.10289 -0.065 0.145 -0.121 0.40
N 2.08865 1.31066 0.40162 -0.157 -0.127 0.066 0.20
C 1.79887 2.59932 0.83797 -0.015 -0.038 0.159 -0.45
C 2.78105 3.50344 0.72494 -0.069 0.068 -0.089 -0.12
S 4.14880 2.76958 -0.04340 0.071 -0.102 0.079 -0.22
C -0.50612 2.78691 0.50947 -0.014 -0.066 -0.029 -0.81
C -1.22311 3.86977 0.26223 0.026 0.099 0.069 -0.22
S -2.62683 3.75465 -0.78178 -0.031 -0.108 -0.052 -0.28
C -2.44241 1.93399 -1.16134 0.096 0.174 0.118 0.83
N -2.31385 1.22560 0.12834 -0.038 -0.098 -0.020 -0.35
N -3.39990 1.46651 -2.08933 -0.091 -0.034 -0.009 -0.57
H 3.28776 -0.68223 -0.67687 -0.012 0.056 -0.021 -0.46
H 4.78349 0.14942 -0.97871 -0.012 -0.019 -0.014 0.23
H 2.77515 4.53771 1.01897 -0.016 0.007 -0.021 0.53
H -0.99747 4.84686 0.66916 0.015 -0.012 -0.003 0.43
H -4.29854 1.91938 -1.97118 0.001 0.002 -0.026 0.26
H -3.06893 1.62345 -3.03424 0.021 -0.007 0.006 0.28
C 4.39576 -3.04775 0.98621 0.031 -0.042 -0.009 -1.04
Si 2.69192 -3.52158 1.59400 -0.009 0.031 -0.041 0.30
C 2.33834 -2.67498 3.22264 -0.027 0.001 0.027 -1.02
C 2.58139 -5.37085 1.81120 -0.008 -0.031 -0.016 -1.03
Sb 0.95794 -2.66335 -0.10558 -0.009 -0.151 -0.032 -0.30
Si 1.88198 -3.51975 -2.34721 0.011 0.016 0.065 0.68
C 3.10563 -2.28006 -3.02434 -0.005 0.026 -0.010 -1.08
C 2.73886 -5.15936 -2.10368 -0.005 -0.034 0.009 -0.95
C 0.41356 -3.68301 -3.48505 -0.023 -0.013 -0.014 -1.10
Si -0.94716 -4.33879 0.32860 0.066 0.074 -0.006 0.72
C -2.45949 -3.80823 -0.62355 -0.041 -0.005 -0.035 -0.90
C -0.46682 -6.05769 -0.21634 0.021 -0.029 0.006 -1.12
C -1.26391 -4.30149 2.17256 -0.009 0.007 0.031 -0.78
H 5.14788 -3.46354 1.66244 0.005 0.009 -0.012 0.42
H 4.53065 -1.96536 0.97102 0.005 0.018 -0.010 0.31
H 4.59624 -3.44295 -0.01228 0.014 0.033 0.020 0.26
H 3.04038 -3.02650 3.98358 -0.001 0.002 -0.005 0.49
H 1.32760 -2.90132 3.57059 0.004 0.015 0.006 0.21
H 2.43843 -1.59073 3.14612 -0.005 0.004 0.002 0.24
H 3.36101 -5.69302 2.50712 -0.006 -0.005 0.000 0.46
H 2.72844 -5.90580 0.87207 0.013 -0.002 0.003 0.30
H 1.61901 -5.66951 2.22963 0.024 -0.025 -0.006 0.27
H 3.99723 -2.21590 -2.39599 0.006 0.010 -0.008 0.23
H 2.67053 -1.28461 -3.12836 0.017 0.011 0.011 0.31
H 3.43279 -2.60514 -4.01570 0.006 0.004 0.005 0.42
H 3.61629 -5.06290 -1.46121 -0.009 -0.013 -0.005 0.23
H 3.07687 -5.53915 -3.07183 0.004 -0.004 0.008 0.43
H 2.07453 -5.90450 -1.66521 0.005 -0.019 -0.001 0.26
H -0.11423 -2.73379 -3.59461 -0.006 -0.001 -0.001 0.33
H -0.29443 -4.42779 -3.11638 -0.008 0.011 -0.016 0.25
H 0.74477 -4.00145 -4.47683 -0.008 0.002 -0.001 0.42
H -2.24657 -3.72342 -1.69086 -0.022 0.014 0.000 0.25
H -2.84878 -2.85318 -0.27487 0.000 0.004 0.005 0.07
H -3.24480 -4.55945 -0.50047 0.002 0.007 -0.008 0.44
H -0.34130 -6.10876 -1.29920 0.004 -0.018 -0.005 0.27
H -1.26922 -6.74981 0.05468 0.007 -0.008 -0.012 0.43
H 0.45150 -6.40828 0.25488 -0.019 -0.006 -0.014 0.30
H -1.42367 -3.28133 2.52835 0.006 -0.018 -0.006 -0.04
H -0.42542 -4.72778 2.72650 -0.023 0.022 0.025 0.22
H -2.15501 -4.88615 2.41549 0.006 -0.001 0.006 0.44
```
Positions in Å, forces in eV/Å.

multiplicity = 2
E_HOMO (spin up / spin down) = -9.910 / -9.334 eV
max |F| = 0.50 eV/A
net charge = +1
orbital gap (spin up / spin down) = 7.8396 / 7.2859 eV
energy relative to the best compared isomer or geometry (same formula, charge and spin) = 112.3 kcal per mole

---

Record 2
Density functional theory data (the ωB97M-V functional and the def2-TZVPD basis) for 2 unconnected molecules or ions with the total composition C4H6O2 in a non-equilibrium geometry.

```
12
Properties=species:S:1:pos:R:3:forces:R:3:mulliken_charge:R:1
O 0.26892 1.14131 -1.22719 -0.090 0.137 0.127 -0.57
C 0.29227 -0.06869 -0.55720 0.220 -0.114 -0.052 0.59
C -0.88414 -1.11741 -0.51640 -0.140 -0.135 -0.168 -0.47
C -0.47587 -0.39171 0.68003 -0.014 -0.118 0.097 -0.55
C 1.46471 -0.79427 -0.61415 0.785 -0.663 0.176 0.31
O 2.40322 -1.46069 -0.53709 -0.932 0.690 -0.113 -0.29
H -0.09321 1.76132 -0.57343 0.056 -0.026 -0.126 0.37
H -0.67076 -2.17364 -0.72210 0.009 0.166 0.067 0.26
H -1.69576 -0.71673 -1.12508 0.116 -0.045 0.102 0.20
H 0.02668 -0.91782 1.49090 -0.017 0.049 -0.131 0.16
H -0.41568 2.02003 1.75829 0.018 0.099 0.034 -0.23
H -0.22038 2.71831 1.94343 -0.010 -0.040 -0.013 0.23
```
Positions in Å, forces in eV/Å.

E_HOMO (spin up / spin down) = -7.920 / -7.919 eV
max |F| = 1.17 eV/A
orbital gap (spin up / spin down) = 8.0320 / 8.0306 eV
energy relative to the best compared isomer or geometry (same formula, charge and spin) = 129.6 kcal per mole

---

Record 3
Density functional theory data (the ωB97M-V functional and the def2-TZVPD basis) for a molecular structure, C39H35Cl3N6O6SSe2Te2W.

```
95
Properties=species:S:1:pos:R:3:forces:R:3:mulliken_charge:R:1
W 0.57826 -0.80634 0.18476 0.322 0.124 -0.396 1.02
Se 1.70586 0.56477 -1.14897 -0.147 -0.272 0.417 -0.06
Te 2.98026 2.69061 2.01880 -0.016 -0.104 -0.058 -0.17
Te 1.67935 0.46612 2.47619 -0.432 0.178 -0.191 -0.09
Se -0.74170 0.58069 1.78724 0.348 -0.028 0.022 -0.33
Cl -5.14257 6.64674 2.96833 0.001 -0.003 0.002 -0.22
C -3.44070 6.54215 2.64544 0.007 0.008 -0.008 0.42
C -2.88166 7.33158 1.65303 0.004 0.007 -0.008 -0.94
C -1.52507 7.23119 1.40818 -0.032 0.006 -0.003 -0.46
C -0.70902 6.36113 2.12546 0.075 -0.041 -0.006 -0.36
C 0.77316 6.31767 1.82215 -0.064 0.010 0.014 0.27
C 1.10407 6.06473 0.35183 -0.013 0.038 -0.017 -1.43
N 0.39530 4.95759 -0.25671 -0.150 0.012 0.030 0.68
C 0.18555 4.81274 -1.60916 0.019 0.006 0.051 -0.64
C -0.47197 3.62954 -1.76179 0.045 -0.003 -0.014 -0.65
N -0.67146 3.03859 -0.53776 -0.157 0.067 -0.051 0.05
C -0.14798 3.86209 0.33487 0.175 -0.042 -0.027 -0.24
O 1.33169 7.60008 2.11337 0.014 -0.038 -0.036 -0.41
C 2.27723 7.60057 3.17264 0.039 0.044 0.016 -0.68
C 3.55439 6.92806 2.76900 -0.005 0.045 -0.090 0.16
C 4.18078 5.93351 3.45030 0.226 -0.030 -0.098 0.51
Cl 3.70820 5.24982 4.94612 -0.042 -0.031 0.082 -0.17
S 5.62049 5.39185 2.66996 -0.124 0.065 0.015 -0.13
C 5.38816 6.52107 1.39534 0.115 -0.168 0.065 -0.24
C 4.26975 7.26080 1.57404 -0.143 0.070 0.053 -0.82
C -1.30629 5.59604 3.12092 -0.012 0.025 -0.047 1.28
Cl -0.36757 4.48382 4.07579 0.005 -0.022 0.014 -0.18
C -2.66566 5.67288 3.38746 0.000 -0.021 0.027 -0.89
H -3.50351 8.00913 1.08551 0.002 0.000 -0.001 0.42
H -1.08034 7.85283 0.64122 0.001 -0.003 0.001 0.33
H 1.25262 5.54832 2.43115 0.005 -0.006 0.004 0.51
H 2.18325 5.91089 0.27598 -0.007 -0.014 0.013 0.29
H 0.85659 6.97177 -0.20302 0.012 -0.017 -0.024 0.38
H 0.52210 5.55345 -2.31418 -0.004 0.000 -0.005 0.46
H -0.80110 3.15402 -2.66930 0.002 0.043 0.002 0.45
H -0.09856 3.68967 1.39792 -0.009 0.025 0.020 0.10
H 1.86357 7.13253 4.07016 -0.009 -0.001 -0.001 0.41
H 2.46280 8.65328 3.38940 -0.030 0.003 0.026 0.32
H 6.09386 6.56805 0.58201 -0.003 -0.007 0.002 0.43
H 3.93791 8.02248 0.88222 -0.014 0.001 0.017 0.44
H -3.10494 5.06131 4.16198 -0.005 0.004 -0.003 0.46
O 1.68290 -2.29026 1.23621 0.131 -0.094 0.054 -0.49
C 1.64121 -3.15042 0.29376 -0.041 0.128 -0.217 0.14
N 1.93756 -4.44506 0.30577 0.022 0.065 0.107 0.20
C 1.51067 -5.03369 -0.97257 0.047 0.013 -0.037 2.79
C 0.89530 -3.76679 -1.67457 -0.016 -0.046 0.035 -0.12
O 0.29740 -3.77681 -2.71312 0.005 0.015 -0.011 -0.56
N 1.17422 -2.68095 -0.86770 -0.286 0.044 0.088 0.04
C 0.43878 -6.08590 -0.71163 -0.006 -0.034 -0.045 0.01
C -0.70504 -5.70451 -0.01139 -0.013 0.020 0.023 -0.39
C -1.69985 -6.62644 0.26475 0.000 -0.020 -0.006 -0.70
C -1.56219 -7.94488 -0.15261 0.001 0.019 0.004 -0.52
C -0.42289 -8.33054 -0.83851 0.004 -0.005 -0.004 -0.99
C 0.57696 -7.40592 -1.11765 -0.011 0.018 0.000 -0.33
C 2.69102 -5.52044 -1.80142 -0.036 -0.019 -0.013 -1.02
C 2.49473 -5.83128 -3.14589 0.015 -0.007 0.007 0.01
C 3.55095 -6.28848 -3.91615 -0.013 0.005 0.001 -0.87
C 4.81211 -6.44303 -3.35529 0.009 -0.002 0.000 -0.40
C 5.01044 -6.13391 -2.02010 -0.004 0.010 0.003 -0.93
C 3.95368 -5.67150 -1.24557 0.008 -0.006 0.005 -0.33
H 2.01950 -4.96975 1.16174 0.025 -0.011 -0.008 0.32
H -0.82484 -4.67791 0.32102 0.002 -0.008 -0.004 0.57
H -2.58567 -6.31610 0.80439 0.001 0.004 0.001 0.41
H -2.34044 -8.66588 0.06046 0.003 -0.003 -0.001 0.41
H -0.30411 -9.35656 -1.16154 -0.002 0.002 0.002 0.43
H 1.46127 -7.72084 -1.65411 0.001 0.001 0.000 0.45
H 1.51428 -5.70494 -3.58541 0.000 0.001 -0.002 0.50
H 3.38835 -6.52182 -4.96026 0.002 0.001 0.000 0.40
H 5.63626 -6.79875 -3.95959 -0.001 0.000 0.002 0.40
H 5.99017 -6.24553 -1.57444 0.001 -0.001 -0.002 0.41
H 4.12644 -5.42094 -0.20762 0.000 0.001 -0.003 0.43
C -2.74450 -2.97884 -3.17792 0.004 -0.032 0.005 -1.52
C -3.17328 -3.36663 -1.76814 -0.021 0.043 0.006 -0.47
C -3.25894 -2.19096 -0.74964 0.025 0.015 -0.021 2.47
C -4.00977 -2.64435 0.50906 -0.028 0.012 -0.004 -1.02
C -4.14411 -1.56118 1.57148 0.006 0.013 -0.013 -1.22
C -4.01463 -1.06707 -1.44321 -0.060 -0.068 0.024 -0.42
O -5.21059 -1.10546 -1.60851 0.011 0.022 0.010 -0.63
N -3.25462 -0.03963 -1.95354 -0.057 -0.046 -0.063 0.21
C -1.86999 0.09652 -1.89562 0.079 0.163 0.064 -0.16
O -1.29027 0.89150 -2.57998 0.019 -0.103 -0.092 -0.58
N -1.24674 -0.72834 -0.96240 0.021 0.040 0.185 -0.21
C -1.86918 -1.75451 -0.39238 -0.010 0.056 -0.054 0.56
O -1.17503 -2.33698 0.47835 0.096 -0.118 0.168 -1.03
H -2.64467 -3.87572 -3.78845 0.011 -0.003 0.005 0.48
H -1.77454 -2.48169 -3.19329 0.004 0.006 0.001 0.25
H -3.48658 -2.33657 -3.65442 0.004 0.006 -0.006 0.36
H -2.49412 -4.11315 -1.35283 0.011 -0.009 -0.003 -0.20
H -4.17049 -3.80955 -1.79508 0.000 -0.009 0.005 0.61
H -3.48527 -3.51291 0.91197 0.007 -0.006 0.002 0.22
H -4.99734 -2.97172 0.18326 0.003 -0.009 -0.002 0.56
H -3.17004 -1.22352 1.93015 0.000 -0.012 -0.003 0.11
H -4.69708 -1.93746 2.43189 -0.004 -0.002 -0.003 0.49
H -4.68961 -0.69914 1.18296 0.003 0.007 0.006 0.29
H -3.73291 0.61938 -2.55262 0.033 0.012 -0.001 0.29
```
Positions in Å, forces in eV/Å.

E_HOMO (spin up / spin down) = -7.202 / -7.201 eV
max |F| = 0.53 eV/A
orbital gap (spin up / spin down) = 5.8524 / 5.8501 eV
energy relative to the best compared isomer or geometry (same formula, charge and spin) = 0.0 kcal per mole

---

Record 4
Density functional theory data (the ωB97M-V functional and the def2-TZVPD basis) for a single C3H4BrClS molecule in a non-equilibrium geometry.

```
10
Properties=species:S:1:pos:R:3:forces:R:3:mulliken_charge:R:1
C 2.16313 -0.49375 -0.03242 -4.407 1.950 -0.240 -0.42
C 3.56182 -0.58035 -0.00125 3.707 -1.654 0.135 0.22
C -0.35964 0.59316 0.45616 -0.213 -0.601 -1.650 -0.82
S 1.35330 1.04211 -0.01213 0.262 -0.031 -0.089 0.05
Cl 4.25955 -2.19274 -0.34081 -0.495 1.704 0.041 -0.20
Br 4.66880 0.90054 0.14038 -0.073 -0.437 -0.017 -0.08
H 1.44892 -1.26545 0.12045 0.221 -1.013 0.401 0.36
H -0.84996 0.10073 -0.41601 0.120 1.093 -0.017 0.31
H -0.97599 1.49155 0.79971 1.153 -1.599 -0.060 0.30
H -0.24161 -0.34009 0.99935 -0.275 0.589 1.496 0.28
```
Positions in Å, forces in eV/Å.

multiplicity = 3
E_HOMO (spin up / spin down) = -5.650 / -10.020 eV
max |F| = 4.83 eV/A
orbital gap (spin up / spin down) = 6.2921 / 8.1028 eV
energy relative to the best compared isomer or geometry (same formula, charge and spin) = 0.0 kcal per mole